The following is a quantum chemistry calculation of C6H14NO4PTl as an isolated structure at a distorted geometry, from the OMol25 dataset.

```
27
Properties=species:S:1:pos:R:3:forces:R:3
C -4.7823 -0.4586 -1.0926 -0.6 -1.1 0.7
P -2.9077 -0.2984 -0.9906 -2.7 5.6 -0.7
C -2.3520 0.1731 -2.7654 1.4 -1.0 -1.3
O -2.4101 0.8718 0.1264 0.7 -4.7 -2.3
C -0.9573 1.1194 0.0542 5.0 5.0 -1.8
O -0.6372 2.2073 -0.4935 -2.3 -5.6 2.8
O -0.0191 0.1838 0.5752 -4.0 2.1 -1.2
C 0.9904 0.8601 1.4095 1.5 0.7 2.3
C 2.1035 -0.2505 1.8346 -0.1 0.0 0.7
O 2.3984 -0.1282 3.2602 -1.2 -0.2 -1.9
C 3.5177 -0.1015 1.0761 0.7 -0.2 1.9
N 3.5857 -0.6994 -0.3111 1.6 0.8 0.7
H -5.0030 -1.5756 -1.3370 0.2 1.6 0.4
H -5.1673 0.1698 -1.9987 1.3 -0.7 1.0
H -5.3520 -0.1324 -0.1543 1.1 -0.6 -1.0
H -2.9461 -0.4199 -3.5714 0.8 0.4 1.8
H -1.2300 -0.0459 -2.9139 -1.7 0.6 0.1
H -2.6099 1.2912 -2.9590 0.4 -1.3 1.2
H 1.4446 1.7991 0.9367 -0.8 -1.6 0.2
H 0.4845 1.1873 2.4024 0.7 -0.6 -1.8
H 1.6071 -1.2932 1.6907 0.7 1.5 0.1
H 1.5903 -0.3876 3.7700 1.0 0.3 -0.4
H 3.8211 1.0004 1.0676 -0.5 -1.6 -0.2
H 4.3125 -0.6523 1.7126 -1.5 1.1 -0.6
H 4.3856 -0.2075 -0.7695 -0.9 -0.5 -0.1
H 3.9559 -1.6798 -0.1964 1.5 1.9 0.1
Tl 2.1768 -2.5324 -0.3626 -2.3 -2.2 -0.7
```
Positions in Å, forces in eV/Å.

Results
Highest occupied orbital energy ... -0.7213 Eh
HOMO-LUMO gap ... 2.62 eV
Energy relative to the best compared isomer or geometry (same formula, charge and spin) ... 188.4 kJ/mol
Total charge ... +3
Calculated total energy ... -30073.90983 eV

Mulliken population analysis, charges in e, atoms 1 to 5:
1. C -0.83
2. P 0.94
3. C -0.90
4. O -0.10
5. C 0.52